## one
The following is a DFT calculation (ωB97M-V/def2-TZVPD) of a cluster of 2 separate species, C3H9NO3 in total.

Its frontier orbital gap is 10.01 eV. The total charge is 0. The calculation puts the LUMO energy at 0.49 eV. The value obtained for the highest occupied orbital energy is -9.5 eV. Its SMILES is CNCC(=O)O.O. The multiplicity is 1.

Geometry (Å):
1 C 0.61 -1.07 -1.77
2 N -0.47 -0.13 -1.48
3 C -0.45 0.30 -0.05
4 C -1.38 1.37 0.28
5 O -2.06 2.02 -0.55
6 O -1.43 1.65 1.65
7 H 0.70 -1.34 -2.84
8 H 0.46 -2.08 -1.41
9 H 1.60 -0.56 -1.41
10 H -0.17 0.75 -1.94
11 H 0.59 0.72 0.37
12 H -0.63 -0.55 0.67
13 H -2.05 2.37 1.84
14 O 1.39 -0.76 2.24
15 H 1.70 -1.30 3.02
16 H 1.60 -1.39 1.38

## two
The following is a DFT calculation (ωB97M-V/def2-TZVPD) of a cluster of 2 separate species, C3H9NO3 in total.

Its frontier orbital gap is 10.32 eV. The total charge is 0. The calculation puts the LUMO energy at 0.68 eV. The value obtained for the highest occupied orbital energy is -9.6 eV. Its SMILES is N[C@H](C=O)CO.O. The multiplicity is 1.

Geometry (Å):
1 N -0.02 0.45 -1.50
2 C 0.85 0.59 -0.34
3 C 1.61 -0.71 -0.34
4 O 1.63 -1.47 0.60
5 C 0.01 0.71 0.92
6 O -0.39 2.09 1.17
7 H 0.48 0.65 -2.35
8 H -0.85 1.02 -1.43
9 H 1.46 1.50 -0.44
10 H 2.14 -1.01 -1.26
11 H -0.93 0.18 0.78
12 H 0.59 0.43 1.79
13 H -0.88 2.40 0.40
14 O -2.12 -2.05 0.46
15 H -1.68 -1.81 1.27
16 H -1.90 -2.97 0.27

Which is most stable, and by how much? one, by 0.077 eV.

## one
The following is a DFT calculation (ωB97M-V/def2-TZVPD) of a cluster of 2 separate species, C3H9NO3 in total.

Its frontier orbital gap is 10.72 eV. The total charge is 0. The calculation puts the LUMO energy at 0.41 eV. The value obtained for the highest occupied orbital energy is -10.3 eV. Its SMILES is NC(=O)CCO.O. The multiplicity is 1.

Geometry (Å):
1 N 0.42 -0.54 -0.67
2 C -0.26 0.06 0.39
3 O 0.08 -0.23 1.50
4 C -1.28 1.08 -0.10
5 C -0.93 2.43 0.48
6 O -1.69 3.58 0.09
7 H 1.14 -1.19 -0.43
8 H 0.22 -0.41 -1.65
9 H -1.21 1.27 -1.22
10 H -2.26 0.71 0.17
11 H -1.14 2.46 1.54
12 H 0.12 2.77 0.43
13 H -1.97 3.66 -0.83
14 O 2.98 -5.62 0.14
15 H 3.58 -4.95 -0.19
16 H 2.20 -5.09 0.35

## two
The following is a DFT calculation (ωB97M-V/def2-TZVPD) of a cluster of 2 separate species, C3H9NO3 in total.

Its frontier orbital gap is 9.64 eV. The total charge is 0. The calculation puts the LUMO energy at 0.49 eV. The value obtained for the highest occupied orbital energy is -9.2 eV. Its SMILES is O=CNCCO.O. The multiplicity is 1.

Geometry (Å):
1 O -0.51 -2.26 -1.32
2 C 0.35 -1.92 -0.54
3 N -0.08 -1.22 0.70
4 C 0.94 -0.24 1.12
5 C 1.09 0.89 0.12
6 O 0.08 1.86 0.10
7 H 1.34 -2.04 -0.95
8 H -0.98 -1.03 0.89
9 H 0.40 0.23 2.02
10 H 1.96 -0.71 1.33
11 H 1.93 1.56 0.43
12 H 1.32 0.60 -0.84
13 H -0.71 1.64 -0.48
14 O -2.18 0.82 -0.58
15 H -1.93 1.20 -1.47
16 H -3.02 0.61 -0.53

## three
The following is a DFT calculation (ωB97M-V/def2-TZVPD) of a cluster of 2 separate species, C3H9NO3 in total.

Its frontier orbital gap is 10.56 eV. The total charge is 0. The calculation puts the LUMO energy at 0.63 eV. The value obtained for the highest occupied orbital energy is -9.9 eV. Its SMILES is N[C@H](C=O)CO.O. The multiplicity is 1.

Geometry (Å):
1 N -0.17 0.01 1.27
2 C -0.39 0.94 0.14
3 C -1.87 1.00 -0.21
4 O -2.27 1.45 -1.25
5 C 0.43 0.58 -1.07
6 O 1.81 0.86 -0.78
7 H 0.81 -0.22 1.21
8 H -0.27 0.54 2.11
9 H -0.09 1.93 0.49
10 H -2.56 0.59 0.53
11 H 0.30 -0.43 -1.37
12 H 0.13 1.17 -1.93
13 H 2.34 0.08 -1.00
14 O 0.72 -3.00 0.30
15 H 0.76 -2.07 0.50
16 H 0.32 -3.43 1.06

## four
The following is a DFT calculation (ωB97M-V/def2-TZVPD) of a cluster of 2 separate species, C3H9NO3 in total.

Its frontier orbital gap is 11.05 eV. The total charge is 0. The calculation puts the LUMO energy at 0.69 eV. The value obtained for the highest occupied orbital energy is -10.4 eV. Its SMILES is CCNC(=O)O.O. The multiplicity is 1.

Geometry (Å):
1 C 0.83 -1.76 -0.71
2 C -0.50 -1.05 -0.54
3 N -0.66 -0.51 0.81
4 C 0.12 0.49 1.24
5 O 0.61 1.36 0.55
6 O 0.31 0.47 2.59
7 H 1.02 -2.10 -1.73
8 H 0.87 -2.58 0.00
9 H 1.63 -1.08 -0.48
10 H -1.37 -1.69 -0.71
11 H -0.67 -0.20 -1.21
12 H -0.95 -1.16 1.53
13 H 0.87 1.24 2.77
14 O -1.08 2.83 -1.46
15 H -0.62 2.37 -0.75
16 H -0.41 3.35 -1.91

Which is most stable, and by how much? four, by 1.336 eV.

## one
The following is a DFT calculation (ωB97M-V/def2-TZVPD) of the ion C6H15N with charge +1.

Its frontier orbital gap (alpha / beta) is 12.12 / 6.00 eV. The total charge is +1. The calculation puts the LUMO energy (alpha / beta) at -3.13 / -9.21 eV. The value obtained for the highest occupied orbital energy (alpha / beta) is -15.3 / -15.2 eV. The multiplicity is 2.

Geometry (Å):
1 C -1.46 0.94 -1.18
2 C -0.99 0.75 0.29
3 C 0.23 -0.17 0.43
4 C 0.16 -1.71 0.00
5 C 1.43 0.40 -0.24
6 C 2.56 -0.55 -0.51
7 N -2.03 0.54 1.32
8 H -1.57 0.01 -1.67
9 H -0.70 1.34 -1.75
10 H -2.50 1.47 -1.15
11 H -0.44 1.71 0.54
12 H 0.36 -0.14 1.58
13 H -0.91 -1.88 -0.10
14 H 0.42 -2.34 0.83
15 H 0.55 -1.79 -1.02
16 H 1.74 1.26 0.20
17 H 0.96 0.79 -1.23
18 H 2.27 -1.17 -1.43
19 H 3.50 0.01 -0.62
20 H 2.80 -1.18 0.34
21 H -1.52 0.52 2.15
22 H -2.41 -0.38 1.30

## two
The following is a DFT calculation (ωB97M-V/def2-TZVPD) of the ion C6H15N with charge +1.

Its frontier orbital gap (alpha / beta) is 12.76 / 8.82 eV. The total charge is +1. The calculation puts the LUMO energy (alpha / beta) at -2.80 / -7.20 eV. The value obtained for the highest occupied orbital energy (alpha / beta) is -15.6 / -16.0 eV. The multiplicity is 2.

Geometry (Å):
1 C -0.07 -0.18 -3.21
2 C 0.00 0.35 -1.79
3 N 0.14 -0.66 -0.79
4 C 0.63 1.13 2.54
5 C 0.31 0.94 1.04
6 C 0.27 -0.56 0.66
7 C -0.88 -1.31 1.33
8 H -1.07 -0.06 -3.63
9 H 0.59 0.36 -3.88
10 H 0.16 -1.24 -3.28
11 H 0.80 1.09 -1.66
12 H -0.87 0.97 -1.52
13 H -0.27 -1.54 -1.12
14 H 0.87 2.17 2.74
15 H 1.48 0.50 2.79
16 H -0.22 0.84 3.16
17 H -0.72 1.28 0.90
18 H 1.08 1.46 0.49
19 H 1.22 -1.05 0.89
20 H -1.82 -0.85 1.03
21 H -0.71 -1.33 2.38
22 H -0.95 -2.32 0.94

## three
The following is a DFT calculation (ωB97M-V/def2-TZVPD) of a cluster of 2 separate species, C6H15N in total.

Its frontier orbital gap (alpha / beta) is 5.98 / 8.01 eV. The total charge is +1. The calculation puts the LUMO energy (alpha / beta) at -7.95 / -7.14 eV. The value obtained for the highest occupied orbital energy (alpha / beta) is -13.9 / -15.1 eV. The multiplicity is 2.

Geometry (Å):
1 C -0.42 -0.33 1.16
2 N -0.35 -1.21 0.04
3 C -1.44 -1.26 -0.82
4 C -2.06 0.06 -1.43
5 C 0.23 1.05 0.96
6 C 2.27 0.40 -0.45
7 C 1.75 1.00 0.86
8 H 0.11 -0.81 2.00
9 H -1.47 -0.23 1.45
10 H 0.40 0.78 -1.32
11 H -2.38 -1.65 -0.40
12 H -1.18 -1.94 -1.63
13 H -1.38 0.40 -2.22
14 H -3.03 -0.19 -1.86
15 H -2.10 0.83 -0.66
16 H -0.17 1.39 -0.03
17 H -0.06 1.82 1.68
18 H 3.24 -0.06 -0.24
19 H 2.39 1.10 -1.28
20 H 1.66 -0.46 -0.77
21 H 2.17 2.00 0.98
22 H 2.19 0.39 1.66

Which is most stable, and by how much? two, by 2.685 eV.

## one
The following is a DFT calculation (ωB97M-V/def2-TZVPD) of the ion C6H15N with charge +1.

Its frontier orbital gap (alpha / beta) is 11.61 / 6.75 eV. The total charge is +1. The calculation puts the LUMO energy (alpha / beta) at -3.23 / -8.09 eV. The value obtained for the highest occupied orbital energy (alpha / beta) is -14.8 / -14.8 eV. The multiplicity is 2.

Geometry (Å):
1 C 0.45 -0.30 0.15
2 C 0.68 0.04 -1.36
3 C 1.59 -1.01 -1.97
4 C -0.68 0.11 -2.06
5 C -0.06 0.93 0.90
6 N -1.23 0.66 1.75
7 C -1.05 -0.04 3.00
8 H -0.35 -1.05 0.11
9 H 1.37 -0.69 0.58
10 H 1.22 0.99 -1.35
11 H 1.34 -1.25 -3.00
12 H 2.65 -0.73 -1.97
13 H 1.56 -1.98 -1.47
14 H -0.49 0.09 -3.14
15 H -1.27 -0.80 -1.91
16 H -1.26 0.98 -1.81
17 H -0.40 1.66 0.17
18 H 0.63 1.48 1.55
19 H -1.72 1.55 1.89
20 H -2.00 -0.19 3.51
21 H -0.61 -1.01 2.79
22 H -0.37 0.54 3.64

## two
The following is a DFT calculation (ωB97M-V/def2-TZVPD) of the ion C6H15N with charge +1.

Its frontier orbital gap (alpha / beta) is 12.95 / 8.40 eV. The total charge is +1. The calculation puts the LUMO energy (alpha / beta) at -2.87 / -7.88 eV. The value obtained for the highest occupied orbital energy (alpha / beta) is -15.8 / -16.3 eV. The multiplicity is 2.

Geometry (Å):
1 C 1.68 -0.38 0.06
2 C 3.00 -0.34 -0.72
3 C 0.55 -0.66 -0.95
4 N -0.71 -0.88 -0.24
5 C -2.61 -0.17 1.16
6 C -1.23 0.18 0.60
7 C -1.25 1.52 -0.14
8 H 1.50 0.56 0.58
9 H 1.67 -1.07 0.90
10 H 3.12 -1.15 -1.43
11 H 3.78 -0.39 0.03
12 H 3.08 0.62 -1.23
13 H 0.36 0.23 -1.54
14 H 0.74 -1.54 -1.52
15 H -0.67 -1.71 0.35
16 H -2.71 -1.26 1.24
17 H -3.32 0.07 0.37
18 H -2.82 0.17 2.12
19 H -0.54 0.42 1.42
20 H -1.83 2.30 0.34
21 H -1.55 1.58 -1.19
22 H -0.23 1.90 -0.21

Which is most stable, and by how much? two, by 0.152 eV.

## one
The following is a DFT calculation (ωB97M-V/def2-TZVPD) of a structure of composition C4H8NOS.

Its frontier orbital gap is 8.12 eV. The total charge is +1. The calculation puts the LUMO energy at -5.17 eV. The value obtained for the highest occupied orbital energy is -13.3 eV. The multiplicity is 1.

Geometry (Å):
1 C -0.72 1.56 -2.11
2 C -0.14 1.37 -0.82
3 C 1.23 -1.27 1.38
4 C -0.51 -0.48 -0.34
5 N -0.06 -0.44 1.05
6 O 0.27 1.95 0.10
7 S -2.26 2.16 -1.96
8 H -0.32 1.31 -2.99
9 H 1.12 -1.96 2.33
10 H 1.44 -1.96 0.47
11 H 1.98 -0.49 1.47
12 H 0.15 -1.13 -0.98
13 H -1.54 -0.53 -0.52
14 H -0.79 -0.69 1.70
15 H 0.14 0.59 1.23

## two
The following is a DFT calculation (ωB97M-V/def2-TZVPD) of a cluster of 2 separate species, C4H8NOS in total.

Its frontier orbital gap (alpha / beta) is 7.58 / 7.93 eV. The total charge is +1. The calculation puts the LUMO energy (alpha / beta) at -4.39 / -5.24 eV. The value obtained for the highest occupied orbital energy (alpha / beta) is -12.0 / -13.2 eV. The multiplicity is 1.

Geometry (Å):
1 C 0.97 0.64 -2.64
2 C 1.11 0.48 -1.30
3 C -0.88 -0.73 -0.18
4 C 0.29 0.11 -0.19
5 N 0.97 0.08 1.13
6 O 2.31 1.14 -1.09
7 S 2.43 1.50 -2.79
8 H 0.29 0.15 -3.26
9 H -1.27 -0.92 0.73
10 H -1.69 -0.38 -0.89
11 H -0.85 -1.69 -0.57
12 H -0.74 2.26 -0.25
13 H 1.74 -0.65 1.26
14 H 0.38 0.28 1.91
15 H 1.62 0.81 1.39

## three
The following is a DFT calculation (ωB97M-V/def2-TZVPD) of the ion C4H8NOS with charge +1.

Its frontier orbital gap is 7.72 eV. The total charge is +1. The calculation puts the LUMO energy at -6.10 eV. The value obtained for the highest occupied orbital energy is -13.8 eV. The multiplicity is 1.

Geometry (Å):
1 C -0.66 -1.03 1.03
2 C 0.28 -1.10 0.10
3 C -0.50 1.60 -0.72
4 C 1.48 -2.05 0.32
5 N -1.62 1.07 -0.05
6 O 0.20 2.55 0.05
7 S 0.77 0.09 -1.05
8 H -1.49 -1.60 1.38
9 H -0.57 1.93 -1.75
10 H 1.32 -2.66 1.24
11 H 2.23 -1.24 0.33
12 H 1.61 -2.71 -0.54
13 H -2.19 0.57 -0.70
14 H -1.78 1.59 0.75
15 H 0.92 3.00 -0.38

Which is most stable, and by how much? one, by 1.228 eV.

## one
The following is a DFT calculation (ωB97M-V/def2-TZVPD) of the molecule C4H7N3.

Its frontier orbital gap is 9.41 eV. The total charge is 0. The calculation puts the LUMO energy at 0.75 eV. The value obtained for the highest occupied orbital energy is -8.7 eV. Its SMILES is C#C/C(=N/C)NN. The multiplicity is 1.

Geometry (Å):
1 C 2.44 -1.29 0.01
2 C 1.34 -0.83 0.03
3 C -0.02 -0.26 -0.01
4 N -1.04 -1.01 -0.17
5 C -2.38 -0.61 0.02
6 N -0.20 1.11 0.16
7 N 0.78 2.00 -0.11
8 H 3.39 -1.73 0.12
9 H -2.57 -0.43 1.13
10 H -3.02 -1.49 -0.26
11 H -2.76 0.38 -0.50
12 H -1.28 1.38 0.29
13 H 0.38 2.59 -0.98
14 H 0.83 2.56 0.75

## two
The following is a DFT calculation (ωB97M-V/def2-TZVPD) of a structure of composition C4H7N3.

Its frontier orbital gap (alpha / beta) is 6.60 / 6.59 eV. The total charge is 0. The calculation puts the LUMO energy (alpha / beta) at 0.24 / 0.21 eV. The value obtained for the highest occupied orbital energy (alpha / beta) is -6.4 / -6.4 eV. The multiplicity is 1.

Geometry (Å):
1 C 0.11 -0.33 0.60
2 N 0.51 -1.60 0.35
3 C -1.74 -0.02 -0.23
4 C -0.31 0.77 -0.09
5 C 1.45 0.76 -0.36
6 N -2.87 0.54 -0.07
7 N 2.64 0.51 0.07
8 H 1.39 -1.77 -0.13
9 H -0.18 -2.34 0.38
10 H -2.80 1.48 0.34
11 H 2.63 -0.21 0.80
12 H -1.74 -0.99 -0.75
13 H -0.55 1.75 0.30
14 H 1.46 1.45 -1.22

## three
The following is a DFT calculation (ωB97M-V/def2-TZVPD) of the molecule C4H7N3.

Its frontier orbital gap is 10.15 eV. The total charge is 0. The calculation puts the LUMO energy at 0.49 eV. The value obtained for the highest occupied orbital energy is -9.7 eV. Its SMILES is [H]/N=N/C(C)(C)C#N. The multiplicity is 1.

Geometry (Å):
1 H -1.71 -2.30 -0.97
2 N -0.79 -1.85 -0.64
3 N -0.93 -0.64 -0.66
4 C 0.08 0.16 -0.07
5 C 1.49 -0.29 0.11
6 C -0.71 0.65 1.12
7 C 0.03 1.38 -1.25
8 N -0.23 1.99 -2.18
9 H 2.05 -0.37 -0.85
10 H 1.95 0.48 0.77
11 H 1.34 -1.31 0.64
12 H -0.09 1.50 1.45
13 H -0.68 -0.33 1.60
14 H -1.79 0.92 0.94

Which is most stable, and by how much? three, by 1.199 eV.